Record 1
# C56H48ClInN8PS3

C56H48ClInN8PS3 as an isolated structure (ωB97M-V with the def2-TZVPD basis set, OMol25).

Output
Frontier orbital gap (eV): 7.699
Net charge: +3
HOMO level (eV): -14.4

```
118
Properties=species:S:1:pos:R:3:forces:R:3
In -2.961 0.043 0.513 0.0 0.0 0.1
Cl -1.342 2.921 -0.051 0.0 0.2 0.5
C -1.787 3.363 1.581 1.2 -0.8 0.4
C -2.875 4.177 1.723 -1.2 0.0 -1.9
C -3.347 4.577 2.945 0.6 -0.4 1.5
C -2.724 4.080 4.116 0.5 -0.3 -1.0
C -1.632 3.212 3.993 0.0 0.7 -1.6
C -1.095 2.866 2.700 -0.6 0.1 1.0
P 0.454 1.922 2.814 0.0 0.2 0.0
C 1.856 3.043 2.841 -0.4 0.1 -0.6
C 3.144 2.520 2.774 0.1 0.0 0.5
C 4.230 3.367 2.963 -0.8 -0.1 -0.2
C 4.023 4.733 3.110 0.7 0.2 0.1
C 2.755 5.259 3.114 -0.6 0.4 0.0
C 1.667 4.411 2.997 0.4 -0.1 -0.4
C 0.429 1.172 4.435 0.5 0.7 0.4
C 1.054 1.845 5.502 0.0 -0.3 -0.5
C 0.909 1.389 6.798 0.5 -0.6 -0.6
C 0.231 0.205 7.024 -0.9 -0.3 0.5
C -0.446 -0.425 5.978 -0.5 -0.8 0.2
C -0.348 0.063 4.687 -0.5 0.1 -0.1
H -3.434 4.372 0.775 0.5 0.3 1.0
H -4.177 5.259 2.968 -0.3 0.1 0.3
H -3.017 4.325 5.123 -0.4 0.3 0.0
H -1.120 2.875 4.874 -0.1 -0.1 0.2
H 3.257 1.449 2.632 0.3 0.2 0.1
H 5.219 2.978 2.991 0.6 -0.3 -0.1
H 4.871 5.401 3.194 0.0 -0.1 0.1
H 2.567 6.330 3.196 0.2 -0.3 0.0
H 0.711 4.860 2.903 -0.9 0.1 0.2
H 1.671 2.702 5.312 0.1 0.3 0.0
H 1.437 1.880 7.584 0.1 0.3 0.5
H 0.133 -0.184 8.048 0.1 0.2 -0.6
H -1.098 -1.301 6.161 0.6 0.6 0.0
H -0.924 -0.330 3.859 -0.1 -0.5 0.1
N -2.391 0.032 -1.732 0.2 -0.3 -0.5
S -2.050 -1.141 -2.551 -1.2 0.0 -0.3
N -0.640 -1.955 -2.215 -1.0 -0.4 -0.3
S 0.534 -1.469 -1.421 1.7 1.0 -0.6
N 0.354 -1.238 0.143 -0.3 -0.3 -0.5
S 1.244 -0.496 1.212 1.0 -0.2 0.6
N 0.604 0.794 1.636 -0.2 0.5 -0.1
C 2.950 -0.318 0.682 0.8 0.0 0.5
C 3.358 0.755 -0.105 -1.1 0.4 0.4
C 4.654 0.848 -0.550 0.3 -0.1 0.0
C 5.581 -0.077 -0.143 0.7 -1.3 0.9
C 5.240 -1.112 0.766 -0.1 1.3 -0.7
C 3.923 -1.217 1.180 -0.2 -0.5 -0.9
C 1.433 -1.660 2.568 -0.1 0.2 -0.3
C 2.235 -1.331 3.657 -0.3 0.5 -0.3
C 2.375 -2.212 4.705 0.5 0.8 0.2
C 1.749 -3.429 4.652 -1.3 -0.8 -0.8
C 0.899 -3.760 3.580 0.9 1.6 -0.5
C 0.774 -2.865 2.498 0.2 -0.4 1.4
C 1.742 -2.686 -1.750 -0.7 -0.2 0.3
C 2.325 -3.264 -0.669 0.9 -0.6 0.3
C 3.371 -4.168 -0.879 -0.5 0.2 -0.5
C 3.745 -4.546 -2.157 -0.4 1.4 0.0
C 3.119 -3.921 -3.244 -0.1 -0.5 -0.3
C 2.071 -3.032 -3.044 0.6 -0.7 -0.5
C 1.290 -0.014 -2.114 -0.1 0.3 0.1
C 0.687 1.207 -1.817 -1.0 -1.0 0.0
C 1.251 2.369 -2.286 -0.7 -0.3 0.2
C 2.341 2.292 -3.106 1.2 0.7 -0.4
C 2.955 1.081 -3.411 -0.4 0.6 -0.3
C 2.435 -0.095 -2.902 0.3 0.2 0.2
C -3.160 -2.571 -2.482 0.9 0.2 -0.3
C -2.821 -3.580 -1.600 0.3 -0.2 0.9
C -3.579 -4.722 -1.508 -0.7 -0.5 0.1
C -4.678 -4.857 -2.356 0.0 -0.9 0.1
C -4.992 -3.871 -3.260 -0.3 1.5 0.3
C -4.259 -2.669 -3.312 0.0 -1.2 0.4
C -1.943 -0.830 -4.352 0.1 0.3 0.5
C -1.716 -1.824 -5.296 0.5 0.3 -0.1
C -1.522 -1.430 -6.617 -0.5 0.9 0.8
C -1.598 -0.084 -6.941 0.0 0.3 -0.6
C -1.845 0.901 -6.010 0.0 -0.8 0.3
C -2.045 0.508 -4.718 0.1 -0.3 1.3
H 2.654 1.546 -0.342 0.1 -0.1 -0.1
H 4.963 1.629 -1.217 -0.1 0.4 -0.1
H 6.615 -0.035 -0.482 -0.3 0.2 0.0
H 6.021 -1.765 1.132 -0.2 -0.2 0.0
H 3.635 -2.094 1.734 0.0 0.1 0.3
H 2.716 -0.373 3.698 0.2 0.3 0.1
H 2.953 -1.906 5.580 -0.1 -0.2 -0.3
H 1.862 -4.113 5.459 0.0 -0.5 0.5
H 0.333 -4.649 3.517 -0.3 -1.0 0.3
H 0.168 -3.073 1.655 -0.6 -0.4 -0.5
H 1.935 -3.007 0.296 0.4 -0.2 0.3
H 3.930 -4.558 -0.076 0.3 -0.5 1.0
H 4.569 -5.215 -2.282 0.2 -0.4 -0.2
H 3.436 -4.164 -4.261 -0.2 0.1 0.3
H 1.551 -2.633 -3.889 -0.2 0.3 -0.3
H -0.293 1.179 -1.326 0.6 0.1 0.0
H 0.785 3.302 -2.044 -0.1 0.5 0.0
H 2.762 3.234 -3.465 0.0 -0.4 -0.1
H 3.798 1.110 -4.089 0.1 -0.3 0.2
H 2.973 -1.017 -3.047 -0.1 0.1 -0.1
H -1.990 -3.468 -0.912 0.1 0.1 -0.2
H -3.390 -5.500 -0.756 0.1 0.5 -0.4
H -5.299 -5.759 -2.333 0.3 0.4 0.1
H -5.919 -3.927 -3.800 0.0 -0.2 -0.5
H -4.535 -1.887 -3.979 -0.2 0.5 -0.5
H -1.610 -2.852 -5.010 -0.1 -0.4 0.1
H -1.326 -2.115 -7.395 0.2 -0.9 -0.6
H -1.487 0.263 -7.950 0.2 -0.3 -0.5
H -1.842 1.936 -6.241 -0.1 0.7 -0.4
H -2.243 1.229 -3.943 0.0 0.2 0.3
N -7.652 1.674 -3.662 -0.3 0.0 -0.7
C -6.497 1.459 -3.042 -0.7 0.4 0.8
N -5.364 1.230 -3.701 0.3 0.1 -1.3
N -6.555 1.504 -1.706 0.3 0.0 -0.1
C -5.436 1.526 -1.051 -1.1 -0.2 -0.7
N -4.456 1.531 -0.438 0.6 0.2 0.7
H -7.843 1.552 -4.655 0.4 0.0 0.5
H -8.428 1.931 -3.075 -0.1 0.0 0.0
H -5.228 1.514 -4.680 -0.2 -0.4 0.9
H -4.558 1.058 -3.130 0.5 0.0 0.0
```
Positions in Å, forces in eV/Å.

Atom charges from the Mulliken analysis, given in e for atoms 1 to 99: atom 1 (In): 0.6208, atom 2 (Cl): -0.0539, atom 3 (C): 0.9088, atom 4 (C): -0.5249, atom 5 (C): -0.7757, atom 6 (C): -0.8749, atom 7 (C): -0.6403, atom 8 (C): -0.3951, atom 9 (P): 1.5535, atom 10 (C): -0.0024, atom 11 (C): 0.2583, atom 12 (C): -1.3548, atom 13 (C): -0.6999, atom 14 (C): -0.8323, atom 15 (C): -0.5725, atom 16 (C): 0.0301, atom 17 (C): -0.2036, atom 18 (C): -0.9078, atom 19 (C): -0.6939, atom 20 (C): -0.6308, atom 21 (C): -0.3586, atom 22 (H): 0.4134, atom 23 (H): 0.4662, atom 24 (H): 0.4974, atom 25 (H): 0.4562, atom 26 (H): 0.4778, atom 27 (H): 0.5728, atom 28 (H): 0.4298, atom 29 (H): 0.4701, atom 30 (H): 0.4981, atom 31 (H): 0.5268, atom 32 (H): 0.4993, atom 33 (H): 0.4453, atom 34 (H): 0.4598, atom 35 (H): 0.5105, atom 36 (N): -0.2316, atom 37 (S): 1.2213, atom 38 (N): -0.4959, atom 39 (S): 1.8435, atom 40 (N): -0.4545, atom 41 (S): 1.5887, atom 42 (N): 0.0955, atom 43 (C): 0.7191, atom 44 (C): -0.4324, atom 45 (C): -1.2474, atom 46 (C): -0.9686, atom 47 (C): -1.0411, atom 48 (C): 0.1349, atom 49 (C): 0.2404, atom 50 (C): 0.1053, atom 51 (C): -0.7805, atom 52 (C): -1.1063, atom 53 (C): -0.8954, atom 54 (C): -0.7290, atom 55 (C): -0.5082, atom 56 (C): -0.5441, atom 57 (C): -0.5791, atom 58 (C): -0.9438, atom 59 (C): -0.7138, atom 60 (C): -0.4622, atom 61 (C): 0.7466, atom 62 (C): 1.1575, atom 63 (C): -0.6183, atom 64 (C): -0.7019, atom 65 (C): -1.3788, atom 66 (C): 0.0256, atom 67 (C): 0.3347, atom 68 (C): -0.2991, atom 69 (C): -0.7675, atom 70 (C): -0.5288, atom 71 (C): -0.9304, atom 72 (C): -0.1208, atom 73 (C): 0.1765, atom 74 (C): -0.5214, atom 75 (C): -1.1159, atom 76 (C): -0.5480, atom 77 (C): -1.2953, atom 78 (C): -0.1880, atom 79 (H): 0.7374, atom 80 (H): 0.7257, atom 81 (H): 0.5073, atom 82 (H): 0.5809, atom 83 (H): 0.5781, atom 84 (H): 0.4100, atom 85 (H): 0.5540, atom 86 (H): 0.4899, atom 87 (H): 0.6166, atom 88 (H): 0.8625, atom 89 (H): 0.6672, atom 90 (H): 0.5690, atom 91 (H): 0.4530, atom 92 (H): 0.4629, atom 93 (H): 0.7297, atom 94 (H): -1.4042, atom 95 (H): 0.6657, atom 96 (H): 0.4626, atom 97 (H): 0.5251, atom 98 (H): 0.6856, atom 99 (H): 0.3547

Record 2
# C56H48GeN4P2ReS

C56H48GeN4P2ReS as an isolated structure (ωB97M-V with the def2-TZVPD basis set, OMol25).

Output
2S+1: 4
Frontier orbital gap (alpha / beta) (eV): 5.239 / 6.268
Net charge: +2
HOMO level (alpha / beta) (eV): -11.0 / -12.7

```
113
Properties=species:S:1:pos:R:3:forces:R:3
Re 13.590 10.593 14.632 -1.2 -1.2 1.2
N 12.910 10.885 18.938 0.6 1.4 -3.3
C 13.641 12.008 19.439 0.2 -1.2 -0.5
C 14.179 11.979 20.704 0.1 0.3 0.7
C 14.947 13.075 21.102 0.4 0.6 0.4
C 15.350 14.089 20.217 -0.8 -0.5 -0.3
C 14.860 14.022 18.911 0.2 0.0 1.0
C 13.980 13.015 18.569 0.2 0.6 -0.8
S 13.335 12.992 16.933 -0.1 1.3 0.3
N 13.336 11.359 16.646 -0.1 -3.2 0.7
C 12.983 10.480 17.606 0.3 2.7 0.3
C 12.521 9.175 17.171 0.8 0.3 -2.7
C 11.696 8.415 17.897 -1.9 -0.3 3.9
C 11.202 7.219 17.452 0.8 -0.1 -3.5
C 11.528 6.968 16.059 -2.6 -2.4 2.0
C 12.215 7.818 15.273 0.1 -0.2 0.2
N 12.711 8.869 15.853 1.8 3.7 0.3
H 12.627 10.240 19.592 -0.6 -1.7 1.6
H 13.995 11.141 21.400 0.0 0.6 -0.4
H 15.199 13.157 22.151 0.3 -0.1 -0.1
H 15.968 14.955 20.459 -0.2 -0.5 0.4
H 15.158 14.795 18.232 0.0 0.1 -0.5
H 11.324 8.849 18.858 0.5 -0.8 -0.6
H 10.530 6.551 17.975 0.1 0.2 0.1
H 11.030 6.130 15.583 0.3 -0.2 0.1
H 12.389 7.706 14.210 -0.1 -0.2 0.1
C 10.810 11.491 11.235 -0.7 -0.5 -3.7
N 11.565 11.034 12.327 1.4 -0.1 3.1
P 13.075 10.199 12.314 -0.7 1.4 -0.6
C 12.812 8.571 11.720 -1.7 -1.7 -1.9
C 13.806 7.621 11.810 1.2 -0.4 -0.1
C 13.749 6.419 11.046 2.0 1.0 2.7
C 12.763 6.134 10.196 -0.4 -1.7 -2.3
C 11.728 7.034 10.090 -1.4 0.5 -0.2
C 11.691 8.188 10.874 0.1 0.4 -0.3
C 13.951 11.102 11.010 2.0 -2.0 -0.1
C 13.822 12.455 10.809 0.7 0.4 -1.2
C 14.519 13.082 9.782 1.1 0.6 -0.7
C 15.517 12.394 9.067 -1.5 0.5 0.2
C 15.756 11.064 9.362 -0.9 0.7 0.0
C 14.989 10.412 10.301 -0.9 0.7 0.1
P 11.630 11.723 13.911 -2.0 1.8 -0.2
C 10.039 11.408 14.771 -0.6 -0.7 0.0
C 9.337 10.246 14.360 0.8 -0.4 -0.6
C 8.266 9.701 15.104 1.6 1.3 -1.2
C 7.945 10.372 16.269 -0.6 -1.0 -0.2
C 8.544 11.534 16.665 1.0 0.4 -0.8
C 9.572 12.092 15.920 0.8 1.2 0.1
C 11.676 13.558 13.739 1.5 0.3 -0.7
C 12.850 14.334 13.836 0.2 -0.5 0.6
C 12.851 15.715 13.593 2.1 -0.4 0.9
C 11.766 16.397 13.119 0.2 0.0 0.9
C 10.673 15.646 12.976 -3.4 -1.1 -1.2
C 10.631 14.279 13.238 -2.1 0.0 -0.3
H 9.706 11.387 11.377 0.8 -0.3 -0.1
H 11.191 10.874 10.314 -1.2 1.0 1.5
H 10.971 12.524 10.886 0.2 -0.1 0.6
H 14.747 7.837 12.385 -1.0 -0.3 -0.4
H 14.541 5.734 11.265 0.4 -0.4 -0.3
H 12.836 5.221 9.514 -0.3 1.3 1.2
H 10.915 6.796 9.370 0.5 0.5 0.8
H 10.786 8.796 10.724 0.7 0.0 0.4
H 13.217 13.087 11.377 -1.3 0.6 1.0
H 14.339 14.149 9.505 0.0 -1.0 0.5
H 15.935 12.874 8.196 0.4 0.0 0.1
H 16.403 10.496 8.756 1.0 -0.5 -0.4
H 15.199 9.363 10.363 -0.4 -0.5 0.5
H 9.733 9.750 13.418 -0.8 0.4 1.3
H 7.757 8.860 14.662 -0.2 -0.2 0.5
H 7.192 10.000 16.910 -0.9 -0.5 0.4
H 8.204 11.997 17.554 -0.2 0.5 0.7
H 9.959 13.098 16.277 -0.1 -1.5 -0.7
H 13.720 13.774 14.188 0.1 0.7 -0.1
H 13.711 16.312 13.886 0.2 -0.4 -0.3
H 11.647 17.449 13.065 0.6 0.8 -0.3
H 9.721 16.082 12.612 0.7 -0.2 0.3
H 9.667 13.821 13.056 -0.1 -0.2 0.1
C 14.987 11.565 13.987 2.2 0.1 0.5
Ge 16.818 11.132 15.087 -1.2 1.4 -0.8
C 17.734 10.347 13.599 1.4 -0.7 -0.1
C 18.315 9.068 13.719 0.5 0.2 0.3
C 18.969 8.505 12.624 0.2 0.8 0.0
C 19.091 9.205 11.389 0.7 -2.3 0.9
C 18.568 10.485 11.300 0.8 -0.7 0.3
C 18.003 11.053 12.421 -1.9 -1.1 0.1
C 16.418 9.874 16.486 -1.3 -0.3 -1.7
C 15.833 8.640 16.148 0.7 -0.5 2.0
C 15.618 7.692 17.174 0.7 1.1 -0.9
C 15.926 8.012 18.483 -0.5 -1.9 1.1
C 16.323 9.285 18.794 0.5 0.6 0.6
C 16.541 10.224 17.790 0.0 -0.8 1.4
C 17.639 12.773 15.765 -1.8 -1.2 -1.0
C 16.893 13.959 15.838 0.5 0.1 0.2
C 17.516 15.086 16.338 0.3 -0.1 -0.2
C 18.880 14.978 16.647 -0.9 0.8 -0.5
C 19.614 13.825 16.436 0.8 0.6 0.4
C 18.987 12.670 16.029 -0.5 1.1 0.6
H 15.203 11.887 12.974 0.4 0.4 -0.1
H 18.418 8.567 14.704 -0.5 0.2 -0.8
H 19.493 7.561 12.793 -0.3 0.2 -0.4
H 19.657 8.559 10.664 -0.8 1.5 0.1
H 18.589 11.104 10.435 0.3 0.1 -0.8
H 17.414 11.904 12.202 -0.1 1.4 0.2
H 15.648 8.428 15.129 -0.1 -0.5 -0.9
H 15.420 6.664 17.007 -0.6 -0.7 -0.7
H 15.830 7.144 19.228 0.3 1.7 -0.9
H 16.618 9.582 19.791 -0.3 -0.2 0.2
H 16.822 11.187 18.117 0.6 1.1 0.0
H 15.865 14.085 15.503 0.1 -0.6 0.0
H 16.958 16.043 16.382 0.6 -0.6 0.2
H 19.315 15.908 16.931 0.8 0.3 0.4
H 20.695 13.830 16.569 -0.3 0.1 0.2
H 19.543 11.764 16.004 0.2 -0.7 -0.4
```
Positions in Å, forces in eV/Å.

Atom charges from the Mulliken analysis, given in e for atoms 1 to 99: atom 1 (Re): 0.8374, atom 2 (N): 0.0707, atom 3 (C): 0.1211, atom 4 (C): -0.8999, atom 5 (C): -0.7119, atom 6 (C): -0.8900, atom 7 (C): -0.6767, atom 8 (C): 0.7190, atom 9 (S): 0.1510, atom 10 (N): -0.1418, atom 11 (C): -0.0858, atom 12 (C): 0.6546, atom 13 (C): -0.4743, atom 14 (C): -1.1998, atom 15 (C): -0.8223, atom 16 (C): -0.3584, atom 17 (N): 0.8592, atom 18 (H): 0.2486, atom 19 (H): 0.4220, atom 20 (H): 0.4142, atom 21 (H): 0.4659, atom 22 (H): 0.4747, atom 23 (H): 0.4120, atom 24 (H): 0.4916, atom 25 (H): 0.4963, atom 26 (H): 0.1213, atom 27 (C): -1.0072, atom 28 (N): 0.6986, atom 29 (P): 1.5049, atom 30 (C): 0.7687, atom 31 (C): -0.2397, atom 32 (C): -0.7557, atom 33 (C): -0.5573, atom 34 (C): -0.7637, atom 35 (C): -1.0525, atom 36 (C): 0.4087, atom 37 (C): -0.0373, atom 38 (C): -1.2700, atom 39 (C): -0.6628, atom 40 (C): -0.8430, atom 41 (C): -1.0444, atom 42 (P): 0.6669, atom 43 (C): 0.2057, atom 44 (C): -0.4859, atom 45 (C): -0.9102, atom 46 (C): -0.5624, atom 47 (C): -0.8423, atom 48 (C): -0.2166, atom 49 (C): 0.8382, atom 50 (C): 0.1038, atom 51 (C): -0.8878, atom 52 (C): -0.9438, atom 53 (C): -0.6873, atom 54 (C): -0.5299, atom 55 (H): 0.2440, atom 56 (H): 0.4245, atom 57 (H): 0.2731, atom 58 (H): 0.4379, atom 59 (H): 0.4814, atom 60 (H): 0.3308, atom 61 (H): 0.3790, atom 62 (H): 0.3689, atom 63 (H): 0.5613, atom 64 (H): 0.4074, atom 65 (H): 0.4609, atom 66 (H): 0.6094, atom 67 (H): 0.3457, atom 68 (H): 0.0879, atom 69 (H): 0.5293, atom 70 (H): 0.4749, atom 71 (H): 0.5474, atom 72 (H): 0.2652, atom 73 (H): 0.1624, atom 74 (H): 0.4506, atom 75 (H): 0.4688, atom 76 (H): 0.3759, atom 77 (H): 0.4520, atom 78 (C): 0.4239, atom 79 (Ge): 2.0258, atom 80 (C): 0.4414, atom 81 (C): -0.4104, atom 82 (C): -0.6026, atom 83 (C): -0.7248, atom 84 (C): -0.7458, atom 85 (C): -0.5102, atom 86 (C): -0.2615, atom 87 (C): -0.2555, atom 88 (C): -1.0152, atom 89 (C): -0.6511, atom 90 (C): -0.6979, atom 91 (C): -0.5644, atom 92 (C): -0.2319, atom 93 (C): 0.3143, atom 94 (C): -0.6789, atom 95 (C): -0.6318, atom 96 (C): -0.8272, atom 97 (C): -0.5540, atom 98 (H): 0.2448, atom 99 (H): 0.3001